(1)
A cluster of 4 separate species, C37H53F9N2O7S3 in total at a distorted geometry. Source: the Open Molecules 2025 dataset; level of theory: the ωB97M-V functional and the def2-TZVPD basis.

Computed properties:
Largest force on an atom   1.5 eV/Å
SMILES string   CC(C)CC[C@@H](C#N)[C@](C#N)(CCC(F)(F)C(F)(F)C(F)(F)C(F)(F)F)C[C@H](C)OCc1ccccc1.O=S1(=O)CCCC1.O=S1(=O)CCCC1.O=S1(=O)CCCC1
Electronic energy   -113503.622 eV
2S+1   1
HOMO-LUMO gap   9.205 eV
Highest occupied orbital energy   -8.9815 eV
ΔE to the lowest compared entry with this formula, charge and spin   0.00 kcal per mole

```
111
C37H53F9N2O7S3 the ωB97M-V functional and the def2-TZVPD basis
C 0.727 2.445 0.848
C 1.395 3.562 0.042
C 0.378 4.304 -0.834
C 2.676 3.131 -0.717
C 2.732 1.712 -1.283
C 1.590 1.349 -2.237
C 1.484 2.439 -3.212
N 1.459 3.280 -3.976
C 1.814 0.004 -3.021
C 2.815 0.289 -4.059
N 3.606 0.444 -4.861
C 0.546 -0.475 -3.768
C -0.758 -0.422 -2.959
C -1.778 0.550 -3.507
F -2.385 0.030 -4.608
F -1.201 1.714 -3.895
C -2.865 0.948 -2.483
F -2.261 1.637 -1.491
F -3.716 1.788 -3.110
C -3.704 -0.235 -1.885
F -5.005 0.127 -1.875
F -3.582 -1.346 -2.622
C -3.366 -0.571 -0.408
F -3.633 0.455 0.383
F -4.136 -1.614 -0.040
F -2.090 -0.928 -0.273
C 2.454 -1.145 -2.209
C 1.534 -1.864 -1.215
C 1.073 -1.059 -0.013
O 2.098 -3.099 -0.813
C 3.284 -3.028 -0.029
C 3.083 -3.665 1.327
C 1.804 -3.906 1.834
C 1.615 -4.435 3.115
C 2.720 -4.743 3.908
C 4.003 -4.526 3.398
C 4.183 -3.994 2.118
H 0.302 2.850 1.763
H -0.102 1.986 0.313
H 1.440 1.684 1.150
H 1.723 4.292 0.778
H -0.252 3.615 -1.390
H 0.920 4.884 -1.574
H -0.221 4.989 -0.245
H 3.498 3.231 -0.013
H 2.873 3.855 -1.501
H 2.817 1.015 -0.459
H 3.658 1.634 -1.851
H 0.641 1.357 -1.712
H 0.715 -1.506 -4.061
H 0.439 0.094 -4.684
H -0.610 -0.230 -1.904
H -1.232 -1.396 -3.020
H 3.390 -0.836 -1.760
H 2.717 -1.898 -2.949
H 0.648 -2.158 -1.774
H 0.424 -1.675 0.600
H 0.511 -0.171 -0.273
H 1.906 -0.768 0.621
H 3.614 -2.003 0.121
H 4.055 -3.580 -0.560
H 0.924 -3.700 1.251
H 0.607 -4.570 3.456
H 2.560 -5.135 4.901
H 4.864 -4.762 4.005
H 5.180 -3.820 1.743
C 5.635 0.186 6.558
C 4.477 -0.823 6.513
C 3.944 -0.844 5.074
S 5.334 -0.405 4.023
O 5.050 0.854 3.381
O 5.728 -1.555 3.253
C 6.506 -0.126 5.346
H 6.202 0.110 7.485
H 5.245 1.203 6.484
H 4.846 -1.814 6.784
H 3.688 -0.564 7.217
H 3.581 -1.825 4.774
H 3.168 -0.098 4.917
H 7.178 0.681 5.063
H 7.067 -1.050 5.485
C -5.288 -4.749 2.387
C -4.855 -3.628 3.342
C -3.501 -4.033 3.940
S -2.708 -5.084 2.713
O -2.573 -6.409 3.256
O -1.579 -4.388 2.146
C -4.061 -5.074 1.541
H -6.130 -4.448 1.766
H -5.589 -5.629 2.959
H -4.748 -2.696 2.783
H -5.591 -3.457 4.125
H -2.858 -3.178 4.132
H -3.616 -4.623 4.847
H -4.111 -6.041 1.047
H -3.860 -4.287 0.814
C -4.649 4.566 -4.955
C -3.751 5.501 -4.134
C -4.097 6.940 -4.540
S -5.817 6.911 -5.066
O -5.876 7.224 -6.470
O -6.630 7.623 -4.113
C -6.055 5.149 -4.862
H -4.616 3.545 -4.583
H -4.319 4.555 -5.996
H -3.953 5.358 -3.071
H -2.695 5.292 -4.297
H -3.999 7.642 -3.716
H -3.503 7.277 -5.387
H -6.735 4.789 -5.631
H -6.488 4.990 -3.875
```

=====

(2)
A structure of composition C37H54N6O4PPr at a distorted geometry. Source: the Open Molecules 2025 dataset; level of theory: the ωB97M-V functional and the def2-TZVPD basis.

Computed properties:
Largest force on an atom   1.8 eV/Å
Total charge   +2
Electronic energy   -79724.551 eV
2S+1   3
HOMO-LUMO gap (spin up / spin down)   8.678 / 8.854 eV
Highest occupied orbital energy (spin up / spin down)   -13.3316 / -13.3311 eV

```
103
C37H54N6O4PPr the ωB97M-V functional and the def2-TZVPD basis
Pr -0.242 -0.697 0.070
C 4.063 -0.928 -0.046
C 3.547 -0.969 -1.488
C 4.017 0.247 -2.305
C 3.712 1.712 -1.930
C 3.780 2.528 -3.220
C 4.654 2.284 -0.877
N 2.305 1.799 -1.344
C 1.634 3.135 -1.434
C 0.744 3.396 -0.242
N -0.305 2.399 0.024
C -0.305 2.211 1.483
C 0.930 1.394 1.895
O 1.468 1.547 2.957
O 1.320 0.532 0.948
C -1.672 2.645 -0.536
C -1.898 4.025 -1.150
C -2.166 1.466 -1.397
C -1.565 1.068 -2.768
C -2.564 0.110 -3.419
C -1.391 2.240 -3.729
N -0.193 0.434 -2.562
C 0.053 -0.932 -3.090
C 1.525 -1.321 -2.928
N 2.068 -1.332 -1.535
C 2.061 -2.744 -1.035
C 0.717 -3.436 -1.054
O 0.614 -4.581 -1.390
O -0.278 -2.658 -0.643
H 5.035 -0.434 -0.020
H 4.222 -1.928 0.355
H 3.382 -0.401 0.626
H 4.062 -1.799 -1.985
H 3.752 0.116 -3.352
H 5.105 0.164 -2.299
H 4.730 2.311 -3.710
H 3.743 3.604 -3.051
H 2.983 2.248 -3.919
H 5.685 2.175 -1.216
H 4.558 1.775 0.085
H 4.477 3.352 -0.723
H 2.316 1.481 -0.366
H 1.689 1.108 -1.773
H 1.098 3.173 -2.378
H 2.402 3.901 -1.458
H 0.342 4.404 -0.343
H 1.399 3.432 0.631
H -1.199 1.671 1.788
H -0.291 3.149 2.045
H -2.352 2.618 0.319
H -1.203 4.286 -1.947
H -1.836 4.799 -0.384
H -2.906 4.070 -1.565
H -3.236 1.629 -1.550
H -2.127 0.563 -0.771
H -3.475 0.665 -3.646
H -2.846 -0.708 -2.762
H -2.191 -0.297 -4.360
H -2.319 2.804 -3.829
H -1.128 1.860 -4.721
H -0.614 2.936 -3.417
H 0.425 1.018 -3.117
H -0.170 -1.013 -4.154
H -0.582 -1.647 -2.578
H 2.094 -0.624 -3.533
H 1.661 -2.301 -3.395
H 2.390 -2.757 0.006
H 2.752 -3.356 -1.617
N -3.140 -1.947 2.298
P -1.878 -0.840 2.516
C -2.267 -0.198 4.163
C -2.614 1.140 4.332
C -2.968 1.615 5.590
C -2.982 0.751 6.674
C -2.639 -0.588 6.510
C -2.276 -1.063 5.262
C -0.385 -1.868 2.860
C -0.206 -3.122 2.264
C 0.965 -3.839 2.489
C 1.963 -3.306 3.292
C 1.793 -2.058 3.884
C 0.627 -1.341 3.673
C -3.540 -2.445 1.067
C -4.619 -3.335 1.003
C -4.947 -3.889 -0.207
C -4.181 -3.568 -1.329
C -3.150 -2.682 -1.166
N -2.834 -2.077 -0.002
H -3.659 -2.254 3.107
H -2.622 1.817 3.485
H -3.234 2.656 5.721
H -3.261 1.120 7.653
H -2.646 -1.257 7.361
H -1.978 -2.100 5.148
H -0.986 -3.560 1.657
H 1.085 -4.821 2.046
H 2.870 -3.871 3.474
H 2.564 -1.647 4.525
H 0.499 -0.379 4.153
H -5.164 -3.585 1.906
H -5.773 -4.586 -0.284
H -4.368 -4.018 -2.294
H -2.502 -2.473 -2.004
```

=====

(3)
A cluster of 4 separate species, C37H55BBr2N2O4P in total at a distorted geometry. Source: the Open Molecules 2025 dataset; level of theory: the ωB97M-V functional and the def2-TZVPD basis.

Computed properties:
Largest force on an atom   5.5 eV/Å
Total charge   +1
Electronic energy   -200470.625 eV
2S+1   1
HOMO-LUMO gap   7.934 eV
Highest occupied orbital energy   -10.4600 eV

```
102
C37H55BBr2N2O4P the ωB97M-V functional and the def2-TZVPD basis
C -3.621 7.262 -1.461
C -3.753 6.314 -2.764
B -2.394 6.310 -3.690
O -2.233 7.454 -4.566
C -1.258 5.104 -3.594
C -1.979 3.760 -4.070
N -1.219 2.480 -3.788
C -2.082 1.366 -4.278
C -1.696 0.763 -5.722
C -0.153 0.407 -5.935
Br -2.324 1.848 -7.264
C -0.754 2.372 -2.324
C -2.034 2.178 -1.392
C -1.762 2.206 0.188
N -0.911 1.085 0.695
C -1.799 0.193 1.528
C -0.911 -0.976 2.235
C 0.169 1.555 1.596
C -0.002 2.573 2.815
O 1.320 1.079 1.395
C 0.430 1.320 -2.120
C 0.121 -0.217 -2.383
O 0.878 -0.818 -3.196
Br -1.273 -1.326 -1.531
C -0.052 3.837 -2.106
P 0.982 4.053 -0.553
C 2.820 4.014 -1.105
C 0.646 5.768 0.207
O -0.990 4.941 -2.171
H -4.245 8.229 -1.547
H -4.109 6.684 -0.585
H -2.546 7.465 -1.129
H -4.041 5.272 -2.389
H -4.671 6.696 -3.356
H -1.597 8.049 -4.088
H -0.366 5.439 -4.221
H -2.189 3.884 -5.200
H -3.025 3.777 -3.581
H -0.324 2.581 -4.323
H -2.215 0.475 -3.584
H -3.151 1.783 -4.424
H -2.271 -0.237 -5.789
H 0.575 0.866 -5.187
H -0.040 -0.738 -5.821
H 0.227 0.631 -7.002
H -2.820 3.010 -1.570
H -2.622 1.201 -1.581
H -1.434 3.242 0.584
H -2.804 2.050 0.675
H -2.661 -0.235 0.902
H -2.179 0.860 2.397
H -1.630 -1.842 2.439
H -0.534 -0.583 3.254
H 0.000 -1.272 1.618
H 0.831 3.365 2.694
H 0.043 2.093 3.847
H -0.987 3.167 2.696
H 1.288 1.637 -2.826
H 0.902 1.336 -1.061
H 0.664 3.970 -3.014
H 3.016 4.779 -1.936
H 3.149 2.979 -1.454
H 3.498 4.296 -0.215
H 0.829 6.556 -0.606
H 1.424 5.915 1.028
H -0.402 5.795 0.652
C -4.101 -4.036 6.532
C -3.380 -5.212 6.350
C -2.136 -5.177 5.727
C -1.608 -3.964 5.296
C -2.328 -2.788 5.482
C -3.576 -2.824 6.096
H -5.072 -4.065 7.015
H -3.788 -6.157 6.692
H -1.576 -6.095 5.579
H -0.636 -3.936 4.815
H -1.915 -1.841 5.147
H -4.139 -1.907 6.236
C 0.469 -6.073 2.757
C 1.587 -5.367 3.189
C 2.792 -6.031 3.399
C 2.881 -7.400 3.167
C 1.763 -8.106 2.731
C 0.556 -7.443 2.530
H -0.471 -5.555 2.596
H 1.520 -4.298 3.364
H 3.662 -5.481 3.743
H 3.821 -7.917 3.326
H 1.833 -9.173 2.548
H -0.316 -7.994 2.195
C 5.310 -4.362 -0.306
C 5.074 -5.317 0.677
C 6.130 -6.062 1.193
C 7.425 -5.844 0.731
C 7.661 -4.886 -0.250
C 6.604 -4.148 -0.772
H 4.485 -3.784 -0.711
H 4.065 -5.482 1.042
H 5.945 -6.811 1.955
H 8.249 -6.421 1.136
H 8.671 -4.716 -0.609
H 6.788 -3.405 -1.541
```

=====

(4)
A structure of composition C37H55CeClNP at a distorted geometry. Source: the Open Molecules 2025 dataset; level of theory: the ωB97M-V functional and the def2-TZVPD basis.

Computed properties:
Largest force on an atom   2.4 eV/Å
Electronic energy   -75491.065 eV
2S+1   1
HOMO-LUMO gap (spin up / spin down)   7.275 / 7.279 eV
Highest occupied orbital energy (spin up / spin down)   -7.0617 / -7.0601 eV
ΔE to the lowest compared entry with this formula, charge and spin   0.00 kcal per mole

```
96
C37H55CeClNP the ωB97M-V functional and the def2-TZVPD basis
Ce -0.063 0.079 0.801
Cl -2.632 -0.346 0.801
P 0.185 0.777 -2.033
C -0.419 2.158 0.643
H 0.165 2.988 1.068
H -1.349 2.495 0.150
C 1.531 -0.238 -2.851
C 0.311 2.507 -2.731
C 2.914 0.306 -2.461
H 1.410 -1.229 -2.371
C 4.035 -0.641 -2.911
H 3.063 1.292 -2.929
H 2.982 0.460 -1.371
C 3.926 -1.025 -4.393
H 5.005 -0.164 -2.722
H 4.002 -1.550 -2.294
C 2.516 -1.481 -4.791
H 4.209 -0.159 -5.006
H 4.645 -1.820 -4.619
C 1.442 -0.470 -4.364
H 2.461 -1.635 -5.876
H 2.299 -2.446 -4.315
H 1.605 0.471 -4.904
H 0.450 -0.835 -4.663
C -1.449 -0.004 -2.591
C 0.651 2.671 -4.214
H -0.709 2.897 -2.561
C 0.466 4.133 -4.633
H 1.700 2.387 -4.384
H 0.026 2.029 -4.850
C 1.278 5.103 -3.764
H 0.751 4.250 -5.686
H -0.601 4.385 -4.555
C 1.123 4.849 -2.262
H 2.339 5.021 -4.035
H 0.977 6.132 -3.993
C 1.273 3.367 -1.897
H 1.857 5.440 -1.702
H 0.126 5.183 -1.941
H 2.311 3.051 -2.077
H 1.074 3.219 -0.831
C -1.370 -1.534 -2.698
H -2.106 0.222 -1.727
C -2.762 -2.131 -2.910
H -0.719 -1.825 -3.534
H -0.928 -1.979 -1.795
C -3.465 -1.529 -4.133
H -2.682 -3.221 -3.027
H -3.364 -1.948 -2.007
C -3.455 0.005 -4.141
H -2.971 -1.894 -5.044
H -4.500 -1.886 -4.172
C -2.072 0.612 -3.848
H -3.810 0.372 -5.111
H -4.163 0.374 -3.386
H -1.414 0.438 -4.715
H -2.175 1.702 -3.738
C -0.398 -3.331 0.219
C 0.261 -2.769 1.201
H 0.043 -3.381 -0.785
C -0.242 -2.687 2.625
H 1.301 -2.426 1.069
C -1.361 -3.724 2.891
H 0.589 -2.842 3.330
H -0.652 -1.682 2.870
C -2.372 -3.761 1.748
H -0.902 -4.712 2.998
H -1.870 -3.504 3.836
C -1.715 -4.026 0.379
H -3.142 -4.518 1.942
H -2.868 -2.785 1.686
H -1.592 -5.114 0.261
H -2.407 -3.726 -0.423
C 3.041 4.339 2.525
C 3.448 3.836 1.280
C 3.217 2.501 0.957
C 2.552 1.650 1.871
C 2.149 2.162 3.122
C 2.394 3.500 3.441
N 2.298 0.309 1.500
C 3.206 -0.686 1.864
C 3.560 -1.687 0.924
C 4.342 -2.771 1.322
C 4.802 -2.863 2.643
C 4.497 -1.849 3.562
C 3.731 -0.751 3.172
H 3.226 5.386 2.773
H 3.949 4.481 0.556
H 3.539 2.080 0.000
H 1.646 1.494 3.826
H 2.075 3.889 4.410
H 3.183 -1.597 -0.102
H 4.582 -3.551 0.598
H 5.397 -3.725 2.955
H 4.856 -1.912 4.590
H 3.483 0.049 3.871
```